Record 1
Below is a gas-phase ion, C5H10NO2 (charge -1) in a non-equilibrium geometry, with properties calculated with wB97M-V/def2-TZVPD.

Structure (XYZ):
```
18
C5H10NO2 | the Open Molecules 2025 dataset | wB97M-V/def2-TZVPD
C 0.43 1.31 2.27
N 0.54 1.71 0.88
C -0.27 1.14 -0.24
O 0.05 1.68 -1.27
C -0.92 -0.07 0.06
C -0.96 -1.13 -1.00
C 0.37 -1.92 -1.46
O 1.28 -1.01 -2.10
H 1.37 0.83 2.51
H -0.43 0.73 2.56
H 0.43 2.25 2.95
H 0.45 2.67 0.82
H -1.09 -0.34 1.09
H -1.65 -1.90 -0.55
H -1.58 -0.98 -1.91
H 0.85 -2.20 -0.48
H 0.04 -2.66 -2.16
H 1.09 -0.12 -1.95
```

Total energy (eV): -10931.212
Relative energy (zero: lowest compared OMol25 entry of this formula, charge and spin) (kcal per mole): 70.4
Charge: -1
Kohn-Sham gap (eV): 6.5
E_LUMO (eV): 4.1
SMILES: CN/C([O-])=C/CCO
Highest occupied orbital energy (hartree): -0.0855

---

Record 2
Below is a molecular structure, C11H47NO15Pt in a non-equilibrium geometry, with properties calculated with wB97M-V/def2-TZVPD.

Structure (XYZ):
```
75
C11H47NO15Pt | the Open Molecules 2025 dataset | wB97M-V/def2-TZVPD
Pt -1.08 3.52 2.33
O -1.87 1.46 2.09
C -1.23 1.04 0.91
C -0.91 2.00 -0.19
O -0.47 3.27 0.24
H -1.64 0.09 0.52
H -0.25 0.63 1.26
H -1.87 2.15 -0.73
H -0.23 1.53 -0.91
C -0.05 -4.57 0.45
C 0.65 -3.80 -0.68
C -0.24 -2.64 -1.10
C 0.44 -1.67 -2.06
C 1.73 -1.12 -1.45
C 2.69 -2.20 -0.93
N 1.88 -3.19 -0.20
O 2.74 -4.17 0.38
C 3.43 -2.80 -2.13
C 3.69 -1.58 0.03
C 0.82 -4.75 -1.88
H -1.09 -4.25 0.53
H 0.43 -4.34 1.40
H -0.02 -5.65 0.32
H -1.25 -2.95 -1.36
H -0.43 -2.05 -0.19
H -0.28 -0.87 -2.28
H 0.67 -2.18 -3.00
H 1.53 -0.33 -0.73
H 2.23 -0.64 -2.29
H 3.98 -2.02 -2.66
H 4.15 -3.55 -1.80
H 2.78 -3.22 -2.90
H 3.21 -1.21 0.93
H 4.51 -2.26 0.29
H 4.20 -0.76 -0.48
H -0.08 -5.37 -1.95
H 1.66 -5.42 -1.69
H 0.94 -4.24 -2.83
H 2.72 -3.95 1.32
O 1.45 4.92 -1.45
H 1.00 4.26 -0.90
H 2.34 4.96 -1.08
O -2.87 2.61 -3.61
H -2.07 2.33 -4.07
H -2.70 2.37 -2.70
O -2.79 -1.09 3.44
H -2.46 -0.31 2.96
H -2.01 -1.65 3.57
O -0.22 0.33 4.13
H -0.93 0.55 3.47
H -0.45 0.82 4.93
O 0.10 3.62 -3.64
H 0.44 2.78 -3.31
H -0.28 3.41 -4.50
O -4.19 -1.31 0.61
H -3.81 -1.34 1.50
H -4.56 -0.43 0.53
O 0.72 2.65 3.17
H 0.58 1.70 3.43
H 1.66 2.77 3.03
O 2.42 2.26 0.04
H 1.45 2.31 0.09
H 2.70 2.25 0.96
O 1.01 -1.59 2.27
H 1.03 -1.30 1.36
H 0.58 -0.89 2.77
O -2.57 4.74 1.38
H -2.30 5.09 0.52
H -3.40 5.16 1.64
O -4.55 1.97 2.69
H -3.62 1.73 2.52
H -5.01 1.73 1.88
O -1.37 5.08 -1.67
H -1.13 4.33 -1.10
H -2.30 5.27 -1.49
```

2S+1: 3
Total energy (eV): -47613.808
Relative energy (zero: lowest compared OMol25 entry of this formula, charge and spin) (kcal per mole): 0.0
Kohn-Sham gap (spin up / spin down) (eV): 7.0 / 6.2
E_LUMO (spin up / spin down) (eV): -1.3 / -2.1
Highest occupied orbital energy (spin up / spin down) (hartree): -0.3035 / -0.3035

---

Record 3
Below is a single C3H2Cl3N3O molecule in a non-equilibrium geometry, with properties calculated with wB97M-V/def2-TZVPD.

Structure (XYZ):
```
12
C3H2Cl3N3O | the Open Molecules 2025 dataset | wB97M-V/def2-TZVPD
C -1.38 0.58 1.63
C -1.37 0.86 0.18
C 1.65 -0.87 -1.26
N -0.64 -0.22 0.87
N 0.37 -1.00 0.67
N 1.21 -0.41 -0.16
O -1.75 0.61 2.75
Cl -2.72 0.24 -0.92
Cl 0.77 -2.22 -1.74
Cl 1.91 1.43 -0.06
H -0.58 1.55 -0.19
H 2.53 -0.55 -1.76
```

Total energy (eV): -47221.707
Relative energy (zero: lowest compared OMol25 entry of this formula, charge and spin) (kcal per mole): 54.3
Kohn-Sham gap (eV): 7.3
E_LUMO (eV): -1.6
Highest occupied orbital energy (hartree): -0.3273

---

Record 4
Below is 2 unconnected molecules or ions with the total composition H4N3O in a non-equilibrium geometry, with properties calculated with wB97M-V/def2-TZVPD.

Structure (XYZ):
```
8
H4N3O | the Open Molecules 2025 dataset | wB97M-V/def2-TZVPD
N -1.05 0.82 -0.26
N -1.15 -0.43 -0.31
N 1.73 -0.70 -0.10
O 1.54 0.71 -0.10
H 0.51 0.95 -0.18
H -1.27 1.13 0.77
H -1.34 -0.95 0.56
H 2.61 -0.68 -0.75
```

Total energy (eV): -6577.552
Relative energy (zero: lowest compared OMol25 entry of this formula, charge and spin) (kcal per mole): 92.6
Charge: -1
Kohn-Sham gap (spin up / spin down) (eV): 8.3 / 5.8
E_LUMO (spin up / spin down) (eV): 5.4 / 5.3
Highest occupied orbital energy (spin up / spin down) (hartree): -0.1061 / -0.0196

---

Record 5
Below is a molecular structure, C28H51InN5O6P2S2Sb2, with properties calculated with wB97M-V/def2-TZVPD.

Structure (XYZ):
```
97
C28H51InN5O6P2S2Sb2 | the Open Molecules 2025 dataset | wB97M-V/def2-TZVPD
In 0.12 -0.64 -0.32
C -0.62 3.01 5.52
Sb -0.94 1.46 4.07
C 0.55 0.14 4.88
C -2.57 0.53 5.15
C -2.74 -0.93 4.82
C -2.32 -1.87 5.76
C -2.48 -3.23 5.54
C -3.08 -3.68 4.38
C -3.50 -2.75 3.44
C -3.33 -1.38 3.63
C -3.77 -0.45 2.54
Sb -2.70 -0.70 0.68
C -3.63 -2.49 0.02
C -3.96 0.60 -0.46
H -0.65 2.58 6.52
H -1.38 3.78 5.43
H 0.36 3.47 5.36
H 0.40 0.06 5.95
H 1.55 0.53 4.68
H 0.46 -0.85 4.42
H -3.47 1.10 4.97
H -2.31 0.63 6.21
H -1.88 -1.53 6.68
H -2.15 -3.94 6.30
H -3.24 -4.73 4.21
H -3.99 -3.10 2.53
H -3.71 0.60 2.81
H -4.79 -0.65 2.22
H -4.68 -2.45 0.28
H -3.16 -3.38 0.44
H -3.51 -2.54 -1.06
H -4.95 0.14 -0.54
H -3.55 0.73 -1.46
H -4.05 1.56 0.03
O 1.34 -1.74 -2.90
S 2.43 -2.03 -2.01
O 3.76 -1.87 -2.52
O 2.24 -1.25 -0.73
C 2.26 -3.72 -1.47
C 3.46 -4.36 -1.16
C 3.46 -5.65 -0.64
C 2.25 -6.30 -0.44
C 1.06 -5.67 -0.76
C 1.04 -4.38 -1.28
S -0.61 -3.79 -1.73
O -1.50 -4.71 -1.07
O -0.69 -3.70 -3.16
O -0.77 -2.44 -1.06
H 4.38 -3.84 -1.34
H 4.39 -6.14 -0.42
H 2.23 -7.31 -0.05
H 0.12 -6.18 -0.63
C -2.37 4.61 -0.37
P -0.91 3.57 0.03
C 0.13 4.88 0.80
C -0.12 3.53 -1.63
C -0.75 2.48 -2.54
P -0.02 0.79 -2.50
C -1.04 -0.14 -3.67
C 1.59 1.14 -3.28
H -2.07 5.52 -0.88
H -2.88 4.88 0.56
H -3.08 4.07 -1.00
H -0.02 5.84 0.32
H 1.19 4.61 0.71
H -0.11 4.97 1.86
H 0.95 3.35 -1.51
H -0.21 4.52 -2.09
H -0.62 2.78 -3.59
H -1.83 2.40 -2.39
H -0.86 0.22 -4.68
H -2.09 0.00 -3.41
H -0.79 -1.20 -3.61
H 1.39 1.60 -4.24
H 2.17 0.24 -3.42
H 2.15 1.84 -2.66
C 3.04 2.26 2.41
N 3.25 0.82 2.35
C 4.58 0.33 2.69
C 2.26 0.03 1.88
N 1.19 0.48 1.28
N 2.44 -1.31 2.14
C 1.64 -2.38 1.80
N 2.22 -3.59 2.03
N 0.44 -2.20 1.39
H 3.78 2.69 3.09
H 2.05 2.49 2.80
H 3.17 2.74 1.43
H 4.67 0.09 3.76
H 5.30 1.10 2.45
H 4.85 -0.53 2.09
H 1.20 1.48 1.17
H 3.28 -1.54 2.64
H 3.22 -3.65 2.04
H 1.75 -4.39 1.64
H -0.02 -3.08 1.15
```

Total energy (eV): -108092.997
Relative energy (zero: lowest compared OMol25 entry of this formula, charge and spin) (kcal per mole): 20.9
Charge: +1
Kohn-Sham gap (eV): 8.1
E_LUMO (eV): -2.3
Highest occupied orbital energy (hartree): -0.3825

---

Record 6
Below is 3 unconnected molecules or ions with the total composition C17H13F7O3 in a non-equilibrium geometry, with properties calculated with wB97M-V/def2-TZVPD.

Structure (XYZ):
```
40
C17H13F7O3 | the Open Molecules 2025 dataset | wB97M-V/def2-TZVPD
O 4.50 -0.58 2.13
C 3.87 0.36 1.98
O 3.96 1.25 0.93
C 3.42 2.46 1.46
C 2.35 1.99 2.46
C 0.86 2.08 2.08
F 0.16 2.46 3.18
F 0.63 3.05 1.17
C 0.23 0.72 1.61
F 1.09 0.02 0.86
F -0.10 0.05 2.69
F -0.82 0.93 0.83
O 2.86 0.73 2.89
H 4.23 2.86 2.11
H 3.18 3.30 0.80
H 2.49 2.62 3.35
F -3.77 4.24 -0.51
C -3.62 3.32 -1.48
C -4.31 3.47 -2.67
C -4.15 2.52 -3.67
C -3.30 1.43 -3.47
C -2.62 1.30 -2.27
C -2.77 2.25 -1.27
H -4.97 4.31 -2.80
H -4.68 2.62 -4.60
H -3.18 0.69 -4.25
H -1.96 0.45 -2.11
H -2.24 2.17 -0.33
F 1.19 -5.39 -2.56
C 0.95 -4.91 -1.33
C 0.46 -5.75 -0.36
C 0.23 -5.26 0.92
C 0.48 -3.92 1.20
C 0.97 -3.08 0.21
C 1.21 -3.57 -1.06
H 0.27 -6.79 -0.60
H -0.15 -5.91 1.69
H 0.29 -3.54 2.20
H 1.16 -2.04 0.43
H 1.60 -2.94 -1.84
```

Total energy (eV): -43004.435
Kohn-Sham gap (eV): 9.7
E_LUMO (eV): 0.5
SMILES: O=C1OC[C@@H](C(F)(F)C(F)(F)F)O1.Fc1ccccc1.Fc1ccccc1
Highest occupied orbital energy (hartree): -0.3397